[1]
DFT (the ωB97M-V functional and the def2-TZVPD basis) results for a 3-piece molecular cluster, C25H31F8O overall.

Calculated values
Total energy: -1845.3295 Eh
Lowest unoccupied orbital energy: 2.8 eV
HOMO-LUMO gap: 4.564 eV
Maximum force: 0.44 eV/A
Charge: -1

XYZ file:
```
65
C25H31F8O the ωB97M-V functional and the def2-TZVPD basis
C 1.142 3.842 2.087
C 0.542 2.644 1.355
C -0.730 2.988 0.576
C -0.959 2.150 -0.690
C -2.237 2.670 -1.382
C -0.978 0.642 -0.445
C 0.000 -0.086 -1.351
C -0.141 -1.601 -1.280
O 0.153 -2.302 -2.511
C 1.493 -2.296 -2.867
C 1.716 -1.671 -4.260
F 2.004 -2.651 -5.167
F 0.623 -1.035 -4.712
C 2.900 -0.662 -4.340
F 2.882 0.140 -3.260
F 4.064 -1.351 -4.321
C 2.931 0.299 -5.562
F 4.100 0.994 -5.464
F 1.924 1.178 -5.465
C 2.927 -0.281 -6.989
F 1.693 -0.650 -7.364
F 3.732 -1.366 -7.056
H 1.987 3.558 2.722
H 0.390 4.321 2.723
H 1.497 4.596 1.376
H 1.278 2.221 0.659
H 0.328 1.858 2.085
H -1.605 2.877 1.234
H -0.695 4.056 0.307
H -0.127 2.419 -1.379
H -2.576 1.935 -2.115
H -3.043 2.800 -0.649
H -2.082 3.636 -1.887
H -0.657 0.464 0.599
H -0.172 0.207 -2.397
H 1.070 0.167 -1.138
H -1.177 -1.851 -1.050
H 0.505 -2.030 -0.499
H 1.879 -3.320 -2.956
H 2.105 -1.757 -2.138
H 3.307 0.485 -7.670
C -4.201 -1.483 4.142
C -3.098 -0.642 4.054
C -2.804 -0.005 2.858
C -3.587 -0.218 1.733
C -4.685 -1.066 1.818
C -5.001 -1.687 3.022
H -4.425 -1.993 5.071
H -2.451 -0.500 4.912
H -1.930 0.631 2.776
H -3.275 0.221 0.788
H -5.284 -1.257 0.936
H -5.855 -2.351 3.083
C 0.986 -2.164 5.148
C 2.080 -1.316 5.030
C 2.313 -0.648 3.835
C 1.455 -0.827 2.758
C 0.361 -1.673 2.877
C 0.127 -2.342 4.071
H 0.800 -2.682 6.081
H 2.747 -1.173 5.871
H 3.162 0.019 3.744
H 1.623 -0.298 1.829
H -0.318 -1.791 2.042
H -0.734 -2.992 4.162
```

[2]
DFT (the ωB97M-V functional and the def2-TZVPD basis) results for one molecule with the formula C11H13ClO.

Calculated values
Total energy: -962.3709 Eh
Lowest unoccupied orbital energy: 0.8 eV
HOMO-LUMO gap: 9.960 eV
Maximum force: 2.84 eV/A
Energy relative to the best compared isomer or geometry (same formula, charge and spin): 55.5 kJ/mol
Charge: 0
Structure (SMILES): C/C=C(\Cl)[C@](C)(O)c1ccccc1

XYZ file:
```
26
C11H13ClO the ωB97M-V functional and the def2-TZVPD basis
C 3.499 0.952 0.193
C 2.907 -0.299 0.197
C 2.705 2.084 0.263
C 1.530 -0.419 0.261
C 1.328 1.965 0.332
C 0.729 0.713 0.327
C -2.095 -1.486 -0.611
C -1.300 -0.445 -0.770
C -2.575 -2.384 -1.706
C -1.182 0.074 1.807
C -0.772 0.588 0.435
O -1.441 1.807 0.225
Cl -0.686 0.038 -2.317
H 4.573 1.052 0.141
H 3.515 -1.193 0.147
H 3.159 3.064 0.265
H 1.070 -1.397 0.251
H 0.712 2.849 0.404
H -2.447 -1.713 0.383
H -2.954 -3.316 -1.291
H -3.380 -1.907 -2.266
H -1.773 -2.614 -2.407
H -2.266 0.035 1.872
H -0.756 -0.906 1.992
H -0.820 0.771 2.557
H -1.281 2.089 -0.684
```

[3]
DFT (the ωB97M-V functional and the def2-TZVPD basis) results for C4H8Si2 as an isolated structure.

Calculated values
Total energy: -735.9262 Eh
Lowest unoccupied orbital energy (spin up / spin down): -0.8 / 0.0 eV
HOMO-LUMO gap (spin up / spin down): 8.438 / 9.039 eV
Maximum force: 8.86 eV/A
Energy relative to the best compared isomer or geometry (same formula, charge and spin): 467.4 kJ/mol
Charge: 0

XYZ file:
```
14
C4H8Si2 the ωB97M-V functional and the def2-TZVPD basis
C 1.629 0.965 0.067
C 1.912 -0.365 0.067
C -0.730 -0.190 -0.120
C -2.722 -0.558 0.058
Si -0.094 1.600 -0.118
Si 0.473 -1.574 -0.108
H 2.321 1.807 -0.007
H 2.918 -0.546 0.064
H -2.959 -1.514 0.222
H -3.170 0.441 0.217
H -0.122 2.342 1.035
H -0.605 2.578 -1.093
H 0.931 -2.479 -1.267
H 0.219 -2.507 0.982
```

[4]
DFT (the ωB97M-V functional and the def2-TZVPD basis) results for a 6-piece molecular cluster, C43H92B3NO4 overall.

Calculated values
Total energy: -2123.9826 Eh
Lowest unoccupied orbital energy: -0.4 eV
HOMO-LUMO gap: 9.060 eV
Maximum force: 6.09 eV/A
Charge: 0
Structure (SMILES): CCCB1OB(CCCCOC)OB(c2ccncc2)O1.CCCCCC.CCCCCC.CCCCCC.CCCCCC.CCCCCC

XYZ file:
```
143
C43H92B3NO4 the ωB97M-V functional and the def2-TZVPD basis
C 1.485 -8.057 7.274
C -0.058 -8.492 7.340
C -1.051 -7.489 6.561
B -1.618 -8.157 5.205
O -2.907 -8.776 5.029
B -3.535 -8.333 3.788
C -5.139 -8.061 3.657
C -5.961 -8.601 4.925
C -6.142 -7.528 6.097
C -6.662 -6.097 5.617
O -7.924 -6.134 4.921
C -8.297 -4.764 4.579
O -2.758 -8.055 2.577
B -1.599 -7.353 3.074
C -1.210 -5.829 2.710
C -0.982 -5.282 1.301
C -0.624 -3.835 1.113
N -0.401 -2.794 2.038
C -0.582 -3.354 3.322
C -0.978 -4.738 3.759
O -0.772 -8.107 4.009
H 1.855 -7.564 8.241
H 1.731 -7.340 6.428
H 2.134 -8.995 7.116
H -0.152 -9.533 6.863
H -0.327 -8.553 8.453
H -0.447 -6.563 6.239
H -1.873 -7.077 7.250
H -5.514 -8.620 2.727
H -5.266 -6.951 3.444
H -5.372 -9.475 5.362
H -6.998 -8.894 4.552
H -5.168 -7.424 6.684
H -6.922 -7.958 6.822
H -6.781 -5.454 6.564
H -5.846 -5.597 4.985
H -9.137 -4.381 5.241
H -7.401 -4.053 4.689
H -8.656 -4.702 3.498
H -1.085 -5.969 0.403
H -0.508 -3.501 0.020
H -0.391 -2.608 4.174
H -1.102 -4.976 4.861
C 2.580 0.667 -3.776
C 2.871 -0.811 -4.002
C 1.645 -1.705 -3.812
C 1.043 -1.697 -2.404
C 2.000 -2.099 -1.280
C 2.514 -3.526 -1.410
H 2.261 0.863 -2.749
H 3.480 1.260 -3.960
H 1.799 1.019 -4.454
H 3.685 -1.131 -3.344
H 3.237 -0.941 -5.026
H 1.911 -2.731 -4.088
H 0.867 -1.396 -4.520
H 0.180 -2.375 -2.393
H 0.643 -0.702 -2.184
H 1.471 -2.006 -0.326
H 2.845 -1.407 -1.231
H 1.686 -4.240 -1.421
H 3.159 -3.772 -0.563
H 3.101 -3.664 -2.322
C -1.020 5.750 -4.290
C -0.735 4.271 -4.513
C -1.964 3.381 -4.323
C -2.568 3.393 -2.916
C -1.612 2.991 -1.791
C -1.098 1.564 -1.919
H -1.340 5.949 -3.264
H -0.118 6.340 -4.474
H -1.800 6.104 -4.970
H 0.077 3.950 -3.853
H -0.368 4.139 -5.537
H -1.700 2.354 -4.597
H -2.740 3.691 -5.033
H -3.431 2.717 -2.905
H -2.966 4.390 -2.697
H -2.141 3.086 -0.837
H -0.766 3.683 -1.743
H -1.926 0.850 -1.929
H -0.453 1.319 -1.071
H -0.511 1.426 -2.830
C -4.565 -1.349 -2.644
C -4.283 -2.829 -2.866
C -5.514 -3.717 -2.676
C -6.120 -3.703 -1.270
C -5.166 -4.107 -0.145
C -4.656 -5.536 -0.271
H -4.886 -1.149 -1.619
H -3.662 -0.761 -2.828
H -5.343 -0.994 -3.325
H -3.472 -3.151 -2.205
H -3.916 -2.963 -3.889
H -5.253 -4.744 -2.950
H -6.289 -3.405 -3.387
H -6.985 -4.376 -1.260
H -6.516 -2.705 -1.052
H -5.696 -4.010 0.809
H -4.318 -3.417 -0.096
H -5.486 -6.248 -0.281
H -4.012 -5.781 0.579
H -4.069 -5.677 -1.181
C 3.029 4.469 -4.692
C 3.017 4.909 -3.234
C 3.756 6.226 -2.991
C 5.253 6.206 -3.318
C 6.073 5.153 -2.571
C 6.068 5.347 -1.061
H 4.045 4.277 -5.046
H 2.457 3.546 -4.810
H 2.578 5.232 -5.332
H 3.433 4.114 -2.607
H 1.975 5.035 -2.918
H 3.616 6.520 -1.946
H 3.284 7.013 -3.591
H 5.666 7.198 -3.100
H 5.389 6.056 -4.395
H 7.108 5.206 -2.925
H 5.717 4.147 -2.813
H 6.458 6.333 -0.793
H 6.700 4.594 -0.583
H 5.063 5.248 -0.644
C 8.680 11.052 0.793
C 7.708 10.687 -0.321
C 6.364 11.410 -0.214
C 5.554 11.101 1.049
C 5.224 9.623 1.267
C 4.357 9.030 0.164
H 8.297 10.764 1.774
H 9.632 10.536 0.646
H 8.877 12.127 0.801
H 7.560 9.603 -0.338
H 8.165 10.948 -1.281
H 5.765 11.171 -1.098
H 6.540 12.491 -0.253
H 4.618 11.670 1.006
H 6.091 11.473 1.927
H 4.691 9.525 2.218
H 6.142 9.037 1.368
H 3.415 9.577 0.072
H 4.122 7.987 0.392
H 4.865 9.050 -0.804
```

[5]
DFT (the ωB97M-V functional and the def2-TZVPD basis) results for a 2-piece molecular cluster, CH4FN2O overall.

Calculated values
Total energy: -324.6700 Eh
Lowest unoccupied orbital energy (spin up / spin down): -6.0 / -6.0 eV
HOMO-LUMO gap (spin up / spin down): 9.202 / 9.206 eV
Maximum force: 3.29 eV/A
Energy relative to the best compared isomer or geometry (same formula, charge and spin): 344.0 kJ/mol
Charge: +1

XYZ file:
```
9
CH4FN2O the ωB97M-V functional and the def2-TZVPD basis
C 0.793 -0.711 -0.128
N -1.334 -0.219 -0.033
N 1.618 0.120 -0.671
O -1.794 -0.721 -1.122
F 1.239 -1.668 0.556
H -1.273 0.829 -0.096
H 1.132 0.827 -1.221
H 2.740 0.076 -0.598
H -2.045 -1.714 -0.889
```

[6]
DFT (the ωB97M-V functional and the def2-TZVPD basis) results for an isolated ion of composition C8H12F3O2Si and charge +1.

Calculated values
Total energy: -1051.3027 Eh
Lowest unoccupied orbital energy: -6.6 eV
HOMO-LUMO gap: 6.685 eV
Maximum force: 6.15 eV/A
Energy relative to the best compared isomer or geometry (same formula, charge and spin): 248.4 kJ/mol
Charge: +1

XYZ file:
```
26
C8H12F3O2Si the ωB97M-V functional and the def2-TZVPD basis
C 3.660 1.249 -0.962
C 2.952 0.270 -1.609
C 3.515 1.839 0.239
C 1.869 -0.535 -0.964
C -1.562 -1.467 -0.600
C -1.379 1.785 0.256
C -0.306 -0.316 2.143
C 2.504 -1.389 0.182
O 0.880 0.191 -0.310
O 3.573 2.430 1.191
F 3.633 -2.018 -0.156
F 2.766 -0.581 1.216
F 1.621 -2.278 0.570
Si -0.694 -0.053 0.288
H 4.320 1.777 -1.752
H 3.074 0.145 -2.668
H 1.507 -1.218 -1.619
H -1.244 -2.484 -0.292
H -2.677 -1.619 -0.260
H -1.388 -1.534 -1.742
H -2.472 1.682 0.349
H -0.759 2.396 0.804
H -1.393 2.221 -0.847
H -1.081 -0.931 2.767
H 0.666 -0.805 2.419
H -0.237 0.633 2.755
```

The highest maximum force belongs to which entry? C4H8Si2

Which value of maximum force does entry 4 give? 6.09 eV/A

Repeat the sixth record exactly.
DFT (the ωB97M-V functional and the def2-TZVPD basis) results for an isolated ion of composition C8H12F3O2Si and charge +1.

Calculated values
Total energy: -1051.3027 Eh
Lowest unoccupied orbital energy: -6.6 eV
HOMO-LUMO gap: 6.685 eV
Maximum force: 6.15 eV/A
Energy relative to the best compared isomer or geometry (same formula, charge and spin): 248.4 kJ/mol
Charge: +1

XYZ file:
```
26
C8H12F3O2Si the ωB97M-V functional and the def2-TZVPD basis
C 3.660 1.249 -0.962
C 2.952 0.270 -1.609
C 3.515 1.839 0.239
C 1.869 -0.535 -0.964
C -1.562 -1.467 -0.600
C -1.379 1.785 0.256
C -0.306 -0.316 2.143
C 2.504 -1.389 0.182
O 0.880 0.191 -0.310
O 3.573 2.430 1.191
F 3.633 -2.018 -0.156
F 2.766 -0.581 1.216
F 1.621 -2.278 0.570
Si -0.694 -0.053 0.288
H 4.320 1.777 -1.752
H 3.074 0.145 -2.668
H 1.507 -1.218 -1.619
H -1.244 -2.484 -0.292
H -2.677 -1.619 -0.260
H -1.388 -1.534 -1.742
H -2.472 1.682 0.349
H -0.759 2.396 0.804
H -1.393 2.221 -0.847
H -1.081 -0.931 2.767
H 0.666 -0.805 2.419
H -0.237 0.633 2.755
```